Record 1
{"formula": "C48H58BrFN9O5STi", "method": "ωB97M-V/def2-TZVPD", "species": ["Ti", "C", "C", "C", "C", "C", "C", "C", "S", "O", "O", "N", "C", "C", "O", "O", "H", "H", "H", "H", "H", "H", "H", "H", "H", "C", "C", "C", "C", "C", "C", "C", "N", "C", "C", "C", "C", "C", "C", "C", "N", "C", "C", "C", "C", "H", "H", "H", "H", "H", "H", "H", "H", "H", "H", "H", "H", "H", "H", "H", "H", "H", "H", "H", "H", "H", "H", "H", "H", "C", "N", "C", "C", "C", "N", "C", "C", "O", "H", "H", "H", "H", "H", "H", "H", "H", "H", "H", "H", "H", "F", "C", "C", "C", "C", "C", "C", "H", "H", "H", "H", "Br", "C", "C", "C", "N", "C", "C", "H", "H", "H", "H", "N", "C", "C", "N", "C", "C", "N", "H", "H", "H", "H", "H"], "positions_angstrom": [[1.280, 0.383, -0.590], [-1.681, -1.935, 7.036], [-1.864, -0.999, 5.876], [-0.766, -0.633, 5.105], [-0.915, 0.209, 4.018], [-2.166, 0.698, 3.690], [-3.262, 0.353, 4.458], [-3.114, -0.499, 5.539], [-2.346, 1.946, 2.355], [-3.504, 1.496, 1.574], [-2.591, 3.155, 3.136], [-1.064, 1.952, 1.468], [-0.002, 2.766, 1.972], [1.345, 2.352, 1.380], [2.259, 3.173, 1.324], [1.475, 1.136, 1.004], [-1.351, -2.910, 6.678], [-2.611, -2.066, 7.582], [-0.924, -1.557, 7.723], [0.214, -1.019, 5.355], [-0.070, 0.472, 3.399], [-4.228, 0.759, 4.196], [-3.977, -0.777, 6.131], [0.103, 2.705, 3.070], [-0.162, 3.834, 1.743], [-1.968, 5.000, -4.364], [-2.894, 4.128, -3.500], [-3.731, 5.017, -2.572], [-3.843, 3.367, -4.430], [-2.028, 3.202, -2.668], [-1.057, 3.753, -1.797], [-0.164, 2.930, -1.162], [-0.166, 1.600, -1.270], [-1.153, 1.030, -2.034], [-2.068, 1.835, -2.749], [-1.128, -0.390, -2.075], [-2.026, -1.203, -2.796], [-1.936, -2.572, -2.772], [-0.918, -3.128, -1.959], [-0.051, -2.289, -1.302], [-0.105, -0.961, -1.355], [-2.868, -3.410, -3.629], [-2.611, -3.058, -5.102], [-2.633, -4.913, -3.457], [-4.326, -3.106, -3.254], [-2.555, 5.673, -4.988], [-1.354, 4.375, -5.009], [-1.304, 5.598, -3.747], [-4.370, 5.677, -3.158], [-3.097, 5.629, -1.936], [-4.356, 4.402, -1.929], [-4.427, 4.075, -5.016], [-4.532, 2.751, -3.859], [-3.288, 2.734, -5.120], [-0.997, 4.816, -1.633], [0.627, 3.371, -0.567], [-2.792, 1.337, -3.370], [-2.787, -0.718, -3.384], [-0.797, -4.193, -1.853], [0.754, -2.705, -0.699], [-1.567, -3.245, -5.348], [-2.821, -2.011, -5.302], [-3.235, -3.667, -5.754], [-1.618, -5.182, -3.743], [-3.321, -5.464, -4.098], [-2.804, -5.220, -2.428], [-4.576, -2.065, -3.437], [-4.488, -3.309, -2.198], [-5.003, -3.729, -3.837], [4.353, 1.321, 2.495], [3.662, 0.304, 3.255], [3.575, 0.444, 4.685], [4.313, -0.727, 5.327], [3.600, -1.998, 4.885], [3.336, -1.990, 3.464], [3.181, -3.293, 2.866], [3.356, -0.878, 2.657], [3.161, -0.973, 1.450], [5.311, 1.551, 2.973], [3.764, 2.231, 2.382], [4.545, 0.918, 1.504], [2.522, 0.440, 4.995], [4.008, 1.404, 4.971], [4.326, -0.659, 6.414], [5.344, -0.734, 4.964], [2.650, -2.102, 5.431], [4.216, -2.877, 5.118], [2.456, -3.886, 3.430], [4.138, -3.828, 2.858], [2.848, -3.168, 1.838], [5.334, 3.909, -3.837], [4.423, 3.166, -3.139], [4.805, 2.559, -1.959], [3.864, 1.812, -1.265], [2.542, 1.657, -1.696], [2.226, 2.275, -2.915], [3.144, 3.025, -3.637], [5.820, 2.667, -1.605], [4.180, 1.311, -0.358], [1.229, 2.177, -3.344], [2.880, 3.500, -4.572], [4.755, -3.588, -4.785], [3.833, -2.449, -3.583], [4.240, -2.337, -2.245], [3.522, -1.536, -1.401], [2.412, -0.831, -1.761], [2.066, -0.927, -3.092], [2.723, -1.708, -4.000], [5.097, -2.887, -1.886], [3.821, -1.448, -0.366], [1.221, -0.328, -3.419], [2.391, -1.755, -5.025], [-3.936, -1.144, 1.512], [-2.666, -1.527, 1.793], [-1.575, -0.886, 1.151], [-0.333, -1.258, 1.357], [-0.147, -2.265, 2.220], [-1.205, -2.905, 2.831], [-2.471, -2.557, 2.618], [-3.992, -0.135, 1.320], [-4.623, -1.515, 2.152], [-1.747, -0.048, 0.493], [0.876, -2.542, 2.408], [-1.068, -3.733, 3.517]], "forces_ev_per_a": [[-0.107, -0.967, -0.637], [-0.003, 0.025, -0.079], [0.143, -0.026, 0.062], [-0.156, 0.093, 0.081], [0.104, 0.061, -0.017], [0.084, 0.640, -0.383], [-0.168, 0.050, -0.002], [0.039, 0.034, -0.071], [0.121, 0.294, 0.024], [0.390, 0.236, 0.087], [0.161, -0.133, -0.172], [-1.395, -0.268, 0.765], [0.191, 0.285, 0.056], [0.230, 2.215, 0.962], [-0.459, -0.237, 0.058], [0.521, 0.186, 2.379], [0.017, -0.124, 0.058], [-0.050, -0.045, 0.080], [0.027, -0.023, 0.076], [0.102, -0.063, 0.023], [0.088, -0.024, -0.086], [-0.121, 0.032, 0.007], [-0.059, -0.024, 0.033], [0.200, 0.129, -0.092], [0.292, -0.219, 0.097], [-0.117, -0.087, 0.106], [-0.134, 0.044, -0.135], [0.095, -0.109, -0.087], [0.178, 0.108, 0.183], [0.182, -0.299, 0.061], [0.168, -0.203, 0.165], [-0.181, 0.931, -0.183], [-1.011, -0.100, -0.940], [-0.110, -0.023, 0.013], [-0.066, 0.125, -0.018], [-0.143, 0.044, -0.044], [0.053, -0.174, 0.047], [0.036, 0.403, 0.057], [0.265, 0.076, 0.146], [-0.022, -0.773, -0.144], [-0.979, 0.145, -0.675], [-0.145, -0.105, -0.132], [-0.060, -0.064, 0.165], [-0.010, 0.242, 0.007], [0.174, -0.055, -0.049], [-0.082, 0.083, -0.070], [0.067, -0.052, -0.084], [0.086, 0.083, 0.050], [-0.059, 0.081, -0.055], [0.053, 0.088, 0.103], [-0.096, -0.036, 0.097], [-0.053, 0.074, -0.045], [-0.115, -0.130, 0.038], [0.031, -0.108, -0.090], [0.096, 0.114, 0.014], [-0.045, -0.040, -0.061], [-0.121, -0.014, -0.127], [-0.159, 0.042, -0.104], [0.045, -0.107, 0.034], [-0.117, 0.048, -0.062], [0.112, -0.015, -0.073], [-0.029, 0.125, -0.029], [-0.099, -0.075, -0.099], [0.113, -0.086, 0.003], [-0.050, -0.040, -0.033], [0.007, -0.084, 0.118], [-0.039, 0.132, -0.012], [-0.058, -0.011, 0.116], [-0.093, -0.065, -0.084], [0.059, 0.253, -0.255], [-0.208, -0.011, 0.014], [0.146, -0.236, 0.312], [-0.247, 0.017, -0.089], [0.185, 0.142, 0.347], [-0.156, -0.137, -0.002], [-0.043, -0.034, -0.210], [0.203, -0.024, 0.163], [0.285, -0.293, -0.377], [0.021, -0.037, 0.052], [0.117, -0.089, -0.016], [0.004, 0.125, 0.073], [0.069, 0.083, 0.087], [-0.064, -0.056, -0.062], [-0.022, -0.023, 0.038], [0.011, 0.024, 0.045], [0.127, -0.038, 0.012], [-0.123, 0.090, -0.028], [-0.011, -0.010, -0.065], [-0.034, -0.009, 0.038], [-0.016, -0.104, 0.099], [-0.084, -0.088, 0.081], [-0.100, -0.066, 0.024], [0.104, 0.120, -0.125], [-0.148, 0.020, -0.140], [0.403, 0.741, -0.544], [0.035, -0.085, 0.175], [0.293, 0.152, -0.112], [0.089, 0.037, 0.037], [0.044, 0.053, 0.049], [0.012, 0.026, 0.089], [-0.019, 0.043, -0.076], [-0.115, 0.175, 0.137], [-0.229, 0.381, 0.800], [0.093, -0.568, -1.512], [-0.998, 0.818, 0.310], [2.040, -2.240, -2.002], [-0.004, 0.414, 1.358], [0.801, -0.708, -0.217], [0.016, 0.036, 0.062], [-0.109, 0.055, 0.004], [0.078, -0.085, 0.130], [-0.070, 0.064, -0.036], [-0.352, 0.142, -0.167], [0.332, -0.564, -0.116], [-0.057, -0.230, 0.034], [-0.259, -0.120, 0.254], [0.090, -0.151, 0.043], [0.028, 0.056, -0.136], [-0.134, 0.152, -0.115], [-0.189, -0.309, 0.126], [0.108, 0.076, -0.035], [-0.087, -0.076, -0.076], [0.096, -0.124, 0.090], [0.232, -0.039, 0.031]], "mulliken_spin": [0.68, 0.00, 0.00, 0.00, 0.00, 0.00, 0.00, 0.00, 0.00, 0.00, 0.00, 0.01, 0.01, -0.03, 0.00, -0.03, 0.00, 0.00, 0.00, 0.00, 0.00, 0.00, 0.00, 0.00, 0.00, 0.00, 0.01, 0.00, 0.01, -0.01, 0.12, -0.03, 0.13, 0.14, 0.05, 0.16, 0.05, 0.03, 0.13, 0.04, 0.19, -0.01, 0.00, 0.00, 0.01, 0.00, 0.00, 0.00, 0.00, 0.00, 0.00, 0.00, 0.00, 0.00, 0.02, 0.00, 0.01, 0.00, 0.02, -0.02, 0.00, 0.00, 0.00, 0.00, 0.00, 0.00, 0.00, 0.00, 0.00, 0.00, 0.00, 0.00, 0.00, 0.00, 0.00, 0.00, 0.01, 0.06, 0.00, 0.00, 0.00, 0.00, 0.00, 0.00, 0.00, 0.00, 0.00, 0.00, 0.00, 0.00, 0.00, 0.02, -0.01, 0.08, -0.14, 0.08, -0.01, 0.00, 0.02, 0.01, 0.00, 0.00, 0.08, -0.05, 0.09, -0.04, 0.11, -0.04, 0.00, 0.02, 0.01, 0.00, 0.00, 0.03, 0.06, -0.03, 0.03, 0.00, 0.00, 0.00, 0.00, -0.03, -0.01, 0.00], "max_force_ev_per_a": 3.6, "lumo_ev": [2.0, 2.0], "total_charge": -1, "homo_lumo_gap_ev": [4.69, 7.12], "spin_multiplicity": 3, "e_above_lowest_ev": 2.364}



Record 2
{"formula": "C4H8O2", "method": "ωB97M-V/def2-TZVPD", "species": ["C", "C", "C", "O", "C", "O", "H", "H", "H", "H", "H", "H", "H", "H"], "positions_angstrom": [[-1.686, -0.196, 0.618], [-0.357, -0.154, -0.130], [0.836, -0.885, 0.488], [0.135, 1.217, -0.174], [1.123, 1.375, -1.076], [1.229, 0.781, -2.117], [-2.115, -1.205, 0.561], [-1.603, 0.075, 1.677], [-2.402, 0.485, 0.146], [-0.529, -0.480, -1.159], [0.884, -0.678, 1.563], [1.738, -0.476, 0.011], [0.875, -1.958, 0.305], [1.871, 2.098, -0.715]], "forces_ev_per_a": [[0.109, 0.037, -0.023], [0.036, -0.190, -0.043], [0.083, -0.125, -0.002], [0.028, 0.174, -0.176], [-0.061, 0.139, -0.383], [-0.005, 0.220, 0.496], [0.203, 0.162, -0.002], [0.160, -0.001, -0.194], [0.159, -0.081, 0.055], [0.092, 0.018, 0.122], [0.018, -0.116, -0.172], [-0.187, -0.382, 0.339], [-0.342, -0.075, 0.123], [-0.293, 0.222, -0.142]], "nbo_charge": [-0.62, 0.08, -0.62, -0.53, 0.65, -0.58, 0.22, 0.21, 0.22, 0.20, 0.21, 0.21, 0.22, 0.12], "max_force_ev_per_a": 0.5, "lumo_ev": 1.0, "smiles": "CC(C)OC=O", "homo_lumo_gap_ev": 11.71, "e_above_lowest_ev": 0.813}



Record 3
{"formula": "C30H16BBrCl3F4MnO3P", "method": "ωB97M-V/def2-TZVPD", "species": ["Mn", "Cl", "C", "C", "C", "Cl", "C", "O", "C", "Cl", "C", "H", "H", "F", "C", "C", "F", "C", "F", "C", "P", "C", "C", "C", "C", "C", "C", "C", "C", "C", "C", "C", "C", "C", "Br", "C", "F", "H", "H", "H", "H", "H", "H", "H", "H", "H", "H", "O", "B", "O", "C", "C", "C", "C", "C", "C", "H", "H", "H", "H"], "positions_angstrom": [[-0.445, 1.753, -0.048], [-1.733, 3.728, -6.704], [-1.096, 3.094, -5.228], [-1.585, 3.556, -4.019], [-1.053, 3.024, -2.863], [-1.636, 3.554, -1.304], [-0.049, 2.045, -2.831], [0.434, 1.575, -1.713], [0.405, 1.615, -4.093], [1.632, 0.403, -4.142], [-0.104, 2.124, -5.272], [-2.361, 4.307, -3.978], [0.269, 1.764, -6.220], [0.555, 1.018, 6.864], [0.665, 0.865, 5.552], [1.554, -0.063, 5.029], [2.299, -0.796, 5.848], [1.660, -0.208, 3.659], [2.545, -1.087, 3.192], [0.893, 0.539, 2.772], [0.944, 0.298, 0.954], [2.657, 0.715, 0.509], [3.064, 0.394, -0.786], [4.303, 0.802, -1.244], [5.141, 1.545, -0.423], [4.734, 1.884, 0.858], [3.492, 1.475, 1.323], [0.833, -1.517, 0.774], [1.934, -2.340, 0.557], [1.756, -3.707, 0.407], [0.488, -4.265, 0.487], [-0.610, -3.452, 0.727], [-0.436, -2.086, 0.866], [0.019, 1.476, 3.327], [-1.046, 2.605, 2.194], [-0.098, 1.638, 4.693], [-0.935, 2.541, 5.202], [2.394, -0.149, -1.442], [4.609, 0.553, -2.252], [6.109, 1.867, -0.785], [5.380, 2.470, 1.498], [3.182, 1.750, 2.324], [2.928, -1.918, 0.497], [2.614, -4.342, 0.228], [0.355, -5.333, 0.366], [-1.604, -3.874, 0.796], [-1.294, -1.460, 1.073], [-2.207, -0.314, -1.383], [-1.996, 0.490, -0.251], [-3.002, 0.199, 0.696], [-3.771, -0.796, 0.157], [-4.851, -1.454, 0.704], [-5.435, -2.452, -0.071], [-4.949, -2.767, -1.334], [-3.857, -2.098, -1.881], [-3.282, -1.111, -1.110], [-5.223, -1.202, 1.688], [-6.286, -2.994, 0.320], [-5.430, -3.549, -1.906], [-3.472, -2.336, -2.863]], "forces_ev_per_a": [[-0.260, 0.493, -0.052], [-0.093, 0.091, -0.206], [0.103, -0.104, 0.187], [0.017, 0.000, -0.008], [0.124, -0.127, -0.169], [0.121, -0.183, 0.152], [-0.154, 0.167, -0.023], [0.113, -0.320, 0.011], [-0.127, 0.149, 0.144], [0.097, -0.104, -0.063], [-0.053, 0.053, 0.056], [-0.007, 0.007, -0.025], [0.001, 0.000, -0.012], [0.005, -0.005, 0.029], [0.106, -0.111, -0.115], [-0.096, 0.105, 0.142], [0.004, -0.001, 0.016], [-0.115, 0.130, -0.256], [0.038, -0.056, 0.085], [-0.203, 0.136, 0.333], [-0.007, 0.086, -0.325], [-0.013, 0.044, 0.085], [-0.037, 0.011, 0.010], [0.056, 0.007, -0.039], [0.005, -0.008, -0.009], [0.030, 0.028, 0.027], [-0.040, -0.115, -0.038], [-0.088, 0.052, 0.076], [-0.014, 0.034, -0.078], [0.040, -0.069, -0.012], [-0.003, 0.034, 0.005], [-0.032, -0.046, -0.004], [0.010, 0.070, 0.090], [0.210, -0.187, -0.205], [0.171, -0.351, 0.132], [-0.126, 0.156, -0.126], [0.017, -0.021, 0.072], [0.044, 0.019, 0.010], [0.000, -0.001, -0.005], [0.004, 0.002, -0.002], [0.003, 0.000, -0.001], [-0.005, 0.011, 0.022], [-0.012, -0.017, 0.015], [0.015, 0.008, 0.002], [0.015, -0.007, -0.005], [0.000, -0.002, -0.003], [-0.012, -0.008, -0.020], [0.100, -0.022, -0.184], [0.221, -0.044, 0.096], [-0.057, 0.092, 0.196], [-0.030, -0.205, -0.325], [0.138, 0.158, 0.053], [-0.073, -0.089, -0.036], [-0.085, -0.068, 0.017], [0.176, 0.150, -0.022], [-0.246, -0.024, 0.311], [0.000, 0.003, 0.006], [0.000, -0.002, -0.003], [0.001, 0.000, -0.003], [0.004, -0.003, -0.006]], "nbo_charge": [0.29, 0.01, -0.07, -0.23, -0.12, 0.09, 0.37, -0.76, -0.10, 0.02, -0.23, 0.24, 0.24, -0.27, 0.30, 0.27, -0.28, 0.41, -0.29, -0.43, 1.06, -0.40, -0.18, -0.19, -0.20, -0.23, -0.14, -0.38, -0.12, -0.23, -0.19, -0.20, -0.19, -0.11, 0.27, 0.30, -0.29, 0.24, 0.22, 0.22, 0.22, 0.20, 0.22, 0.22, 0.22, 0.22, 0.22, -0.70, 0.77, -0.70, 0.20, -0.24, -0.23, -0.23, -0.26, 0.29, 0.22, 0.21, 0.21, 0.23], "max_force_ev_per_a": 0.6, "lumo_ev": [-0.2, -0.2], "homo_lumo_gap_ev": [7.80, 7.64], "spin_multiplicity": 2}



Record 4
{"formula": "C4H22N2O9", "method": "ωB97M-V/def2-TZVPD", "species": ["O", "C", "C", "C", "C", "N", "O", "N", "H", "H", "H", "H", "H", "H", "H", "H", "H", "H", "O", "H", "H", "O", "H", "H", "O", "H", "H", "O", "H", "H", "O", "H", "H", "O", "H", "H", "O"], "positions_angstrom": [[2.641, -3.232, -0.692], [2.507, -2.435, 0.188], [1.902, -1.061, 0.176], [2.308, -0.157, 1.373], [1.100, 0.685, 1.684], [0.525, 0.535, 2.901], [0.700, 1.512, 0.876], [2.065, -0.347, -1.088], [2.873, -2.640, 1.229], [0.802, -1.154, 0.309], [2.792, -0.770, 2.137], [3.138, 0.490, 1.076], [-0.395, 0.909, 3.095], [0.783, -0.286, 3.422], [1.513, 0.498, -1.074], [1.780, -0.972, -1.834], [-0.891, 0.960, -3.414], [-0.754, -0.468, -2.982], [-0.237, 0.251, -3.364], [-2.492, 2.285, -0.656], [-3.574, 1.372, -0.953], [-3.392, 2.322, -0.975], [-1.487, -0.490, 0.781], [-0.872, 0.681, 0.060], [-1.419, -0.109, -0.102], [-1.984, -2.145, -0.746], [-0.898, -3.183, -0.218], [-1.642, -3.042, -0.806], [-0.104, 3.552, 0.821], [-0.933, 4.054, -0.513], [-0.594, 4.236, 0.362], [-3.105, 2.121, 1.632], [-1.595, 2.625, 1.954], [-2.229, 1.907, 1.959], [-0.301, -2.765, -1.799], [1.068, -3.216, -2.421], [0.402, -2.525, -2.397]], "forces_ev_per_a": [[-0.141, 0.152, -0.300], [0.580, 0.348, 1.425], [-1.042, 1.635, -1.089], [0.949, -0.687, -0.855], [0.517, 0.520, 1.007], [-0.050, -0.668, -0.047], [-0.228, 0.191, -0.218], [1.007, -0.654, 0.456], [-0.036, -0.532, -0.245], [0.097, -0.933, 0.183], [-0.809, 0.053, 0.607], [-0.302, 0.217, -0.348], [0.033, 0.164, -0.248], [0.065, 0.068, 0.197], [-0.156, -0.061, -0.248], [-0.321, 0.337, -0.150], [0.220, 0.073, -0.138], [0.403, -0.281, -0.032], [-0.538, 0.294, 0.165], [0.544, 0.397, 0.236], [-0.370, 0.092, -0.201], [-0.155, -0.572, 0.049], [-0.239, 0.192, 0.054], [-0.026, -0.152, -0.093], [-0.010, -0.175, -0.028], [0.411, 0.244, 0.361], [-0.196, 0.397, 0.534], [-0.589, -0.713, -0.231], [0.210, -0.662, -1.017], [0.411, -0.745, -0.036], [-0.454, 1.331, 0.955], [0.247, 0.737, -0.134], [-0.666, 0.652, -0.436], [0.397, -1.297, 0.635], [-0.479, -0.507, -0.006], [-0.057, -0.102, 0.168], [0.772, 0.646, -0.934]], "nbo_charge": [-0.51, 0.46, -0.17, -0.53, 0.71, -0.80, -0.70, -0.84, 0.08, 0.20, 0.22, 0.26, 0.42, 0.39, 0.38, 0.41, 0.46, 0.48, -0.94, 0.46, 0.47, -0.94, 0.47, 0.50, -0.98, 0.50, 0.48, -0.94, 0.49, 0.48, -0.98, 0.50, 0.49, -1.00, 0.48, 0.49, -0.99], "max_force_ev_per_a": 2.2, "lumo_ev": -0.1, "smiles": "NC(=O)C[C@@H](N)C=O.O.O.O.O.O.O.O", "homo_lumo_gap_ev": 9.08, "e_above_lowest_ev": 2.022}